[1]
{"formula": "CH2N2O4S", "method": "ωB97M-V with the def2-TZVPD basis set", "lumo_ha": -0.00029, "homo_energy_ev": -10.46, "spin_multiplicity": 1, "relative_energy_kj_mol": 144.6, "gap_ev": 10.5, "species": ["O", "S", "O", "N", "O", "H", "N", "C", "O", "H"], "positions_angstrom": [[-1.04456, 2.54948, 0.89257], [-1.15276, 1.36006, 0.17994], [-1.25240, 1.20155, -1.21572], [-1.04797, 0.11763, 1.07407], [-1.06527, -1.05714, 0.30507], [-1.99624, -1.42141, 0.45110], [1.86531, -1.27615, -0.75687], [1.73967, -0.27440, -0.14205], [1.53143, 0.75923, 0.36965], [2.42279, -1.95885, -1.15775]], "forces_ev_per_angstrom": [[0.081, 2.137, 0.601], [0.240, -2.488, 0.365], [-0.103, 0.536, -1.088], [-0.632, 0.048, 0.472], [-1.856, -0.808, 0.117], [1.817, 0.542, -0.240], [-1.094, 0.649, 0.620], [0.399, 0.317, -0.593], [0.178, -0.038, 0.176], [0.972, -0.895, -0.430]], "lowdin_charge": [-0.24, 0.71, -0.24, -0.24, -0.14, 0.14, 0.25, -0.41, 0.10, 0.07]}

[2]
{"formula": "C21H33FeN4PS", "method": "ωB97M-V with the def2-TZVPD basis set", "lumo_ha": [-0.11552, -0.10715], "homo_energy_ev": [-10.49, -10.62], "spin_multiplicity": 2, "relative_energy_kj_mol": 10.1, "total_charge": 1, "gap_ev": [7.4, 7.7], "species": ["Fe", "C", "C", "C", "C", "C", "C", "C", "C", "C", "C", "H", "H", "H", "H", "H", "H", "H", "H", "H", "H", "H", "H", "H", "H", "H", "C", "C", "N", "N", "C", "N", "S", "C", "C", "C", "C", "C", "N", "H", "H", "H", "H", "H", "H", "H", "H", "H", "C", "P", "C", "C", "H", "H", "H", "H", "H", "H", "H", "H", "H"], "positions_angstrom": [[0.01437, 0.07141, -0.42468], [0.91535, 0.34977, -2.41420], [1.28628, -0.92034, -1.85740], [1.97955, -0.67172, -0.66473], [2.06490, 0.75519, -0.48182], [1.40283, 1.37601, -1.55455], [1.39168, 2.83577, -1.88047], [2.94924, 1.44955, 0.50116], [2.65436, -1.68014, 0.20939], [1.12677, -2.24579, -2.52265], [0.34266, 0.60762, -3.76525], [0.73557, 3.42478, -1.24316], [1.07493, 3.00121, -2.90818], [2.39372, 3.25296, -1.77610], [3.13958, 0.84873, 1.38701], [2.54899, 2.41599, 0.80627], [3.91990, 1.64542, 0.03652], [2.16284, -1.77965, 1.17677], [3.68730, -1.38615, 0.40005], [2.66696, -2.66091, -0.26035], [0.93306, -3.03510, -1.80118], [2.04076, -2.49510, -3.06609], [0.30650, -2.24473, -3.23697], [-0.58840, 1.17084, -3.71746], [0.14036, -0.31680, -4.29942], [1.05893, 1.19270, -4.34582], [-1.43855, -3.52018, 2.02180], [-0.83582, -2.27173, 1.47105], [-0.77927, -1.94144, 0.23401], [-1.34788, -2.82458, -0.65801], [-1.83968, -2.17462, -1.67369], [-2.42066, -2.88916, -2.66721], [-1.81828, -0.44824, -1.85138], [-0.26348, -1.25996, 2.38256], [-0.29609, -1.43293, 3.76317], [0.23311, -0.45539, 4.58353], [0.78766, 0.66892, 3.99567], [0.77910, 0.76241, 2.61536], [0.27020, -0.16578, 1.80340], [-1.73765, -4.17953, 1.21362], [-2.31781, -3.27940, 2.62313], [-0.73102, -4.04243, 2.66602], [-2.58114, -3.86924, -2.49937], [-2.99586, -2.41555, -3.34080], [-0.73625, -2.32281, 4.18357], [0.21358, -0.56932, 5.65816], [1.21858, 1.46349, 4.58696], [1.19813, 1.62860, 2.13703], [-2.72711, 1.14827, 1.11057], [-1.33861, 1.76948, 0.11746], [-0.73671, 3.16945, 1.12728], [-2.16649, 2.63050, -1.25707], [-3.43608, 1.94606, 1.33820], [-2.35730, 0.72721, 2.04541], [-3.22991, 0.36534, 0.54447], [-1.47800, 3.96914, 1.09534], [0.21538, 3.56750, 0.78495], [-0.62589, 2.85488, 2.16189], [-2.91582, 3.31657, -0.86004], [-2.65915, 1.91107, -1.90363], [-1.45420, 3.20188, -1.85008]], "forces_ev_per_angstrom": [[0.581, -0.496, -1.097], [0.233, -0.003, 0.147], [-0.035, 0.136, -0.393], [0.407, 0.230, 0.397], [0.032, -0.223, 0.380], [-0.200, -0.117, -0.195], [0.030, 0.101, 0.017], [0.114, 0.049, -0.070], [-0.010, -0.050, 0.000], [-0.019, -0.057, -0.004], [-0.054, 0.013, -0.037], [0.012, 0.010, 0.048], [-0.020, -0.010, -0.017], [0.044, -0.013, 0.005], [-0.017, -0.021, 0.021], [0.013, 0.042, 0.005], [-0.010, -0.016, -0.038], [-0.002, -0.002, 0.022], [0.021, -0.006, -0.039], [-0.012, -0.020, -0.016], [0.018, -0.036, 0.009], [0.026, 0.026, -0.010], [-0.024, 0.009, 0.000], [0.011, 0.028, -0.023], [-0.030, 0.004, 0.015], [0.046, -0.039, -0.044], [-0.053, -0.074, -0.095], [0.316, 0.242, -0.118], [-0.385, -0.257, 0.386], [0.093, 0.457, -0.030], [-0.117, -0.203, -0.030], [0.068, 0.001, 0.064], [-0.322, -0.128, 0.146], [0.087, -0.053, -0.082], [0.029, 0.029, -0.129], [0.043, 0.081, -0.018], [0.001, -0.058, 0.024], [-0.014, -0.067, 0.004], [-0.360, -0.025, 0.449], [0.005, 0.026, 0.014], [-0.017, -0.006, 0.007], [0.034, -0.004, 0.011], [-0.055, 0.018, -0.013], [0.036, -0.018, -0.001], [-0.020, -0.048, 0.008], [0.000, 0.001, 0.029], [0.012, 0.023, 0.002], [-0.006, 0.076, -0.020], [-0.082, 0.095, 0.025], [-0.386, 0.158, 0.181], [-0.165, 0.041, 0.068], [0.039, 0.098, 0.033], [0.019, 0.003, -0.002], [0.029, 0.000, 0.012], [-0.006, 0.009, 0.012], [0.015, 0.019, 0.013], [0.048, -0.018, -0.065], [-0.042, 0.022, 0.039], [0.018, 0.006, 0.023], [-0.072, 0.007, -0.036], [0.057, 0.004, 0.007]], "lowdin_spin": [1.22, -0.07, -0.02, -0.04, -0.03, -0.03, 0.00, 0.00, -0.01, 0.00, -0.01, 0.00, 0.00, 0.00, 0.00, 0.00, 0.00, 0.00, 0.00, 0.00, 0.00, 0.00, 0.00, 0.00, 0.00, 0.00, 0.00, 0.00, 0.04, 0.00, 0.00, 0.00, -0.02, 0.00, 0.00, 0.00, 0.00, 0.00, 0.03, 0.00, 0.00, 0.00, 0.00, 0.00, 0.00, 0.00, 0.00, 0.00, 0.00, -0.02, 0.00, 0.00, 0.00, 0.00, 0.00, 0.00, 0.00, 0.00, 0.00, 0.00, 0.00]}

[3]
{"formula": "C3H11NS", "method": "ωB97M-V with the def2-TZVPD basis set", "lumo_ha": -0.03106, "homo_energy_ev": -9.45, "spin_multiplicity": 1, "relative_energy_kj_mol": 313.0, "gap_ev": 8.6, "species": ["S", "H", "C", "C", "C", "N", "H", "H", "H", "H", "H", "H", "H", "H", "H", "H"], "positions_angstrom": [[-0.55441, 2.35103, 0.39926], [0.11685, 2.92675, 1.39611], [-0.74667, -0.57427, -0.28004], [0.76016, -0.55122, -0.01626], [1.50059, -0.86210, -1.29161], [-1.46080, -0.43157, 1.04603], [-0.86373, 0.27452, -0.95169], [-1.13238, -1.45570, -0.76941], [0.99081, -1.28308, 0.79162], [1.01962, 0.43782, 0.37173], [1.05282, -1.80355, -1.68852], [1.31946, -0.04202, -2.05034], [2.58553, -0.90123, -1.14190], [-2.39807, -0.10203, 0.78904], [-1.11990, 0.50397, 1.48343], [-1.06988, 1.51268, 1.91255]], "forces_ev_per_angstrom": [[-1.086, -0.127, 3.685], [0.479, 0.708, -0.292], [0.710, 1.024, 1.820], [-0.225, -1.037, 0.728], [-0.316, 0.457, -0.946], [-0.202, 0.965, -0.584], [-0.710, 0.094, -0.239], [0.127, -0.424, -0.065], [-0.046, 0.313, -0.549], [0.048, -0.315, -0.088], [0.857, 0.526, -0.019], [0.111, -0.876, 0.664], [-0.255, -0.366, -0.140], [-0.106, -0.489, 0.281], [-0.298, -3.445, -1.209], [0.913, 2.992, -3.048]], "lowdin_charge": [0.52, -0.24, -0.35, -0.34, -0.13, -0.08, 0.04, 0.11, 0.12, 0.03, 0.08, 0.09, 0.07, 0.06, -0.09, 0.11]}

Number 1: electronic energy -847.8339 Ha, largest force on an atom 2.53 eV Å⁻¹. Number 2: electronic energy -3042.1220 Ha, largest force on an atom 1.34 eV Å⁻¹. Number 3: electronic energy -573.7123 Ha, largest force on an atom 4.37 eV Å⁻¹.